No. 1
Entry from OMol25: a molecular structure, C46H58GeN4O2RbS (ωB97M-V/def2-TZVPD).

- Kohn-Sham gap (eV) = 4.966
- multiplicity = 1
- energy above the lowest of the compared OMol25 structures with the same formula, charge and spin (kJ/mol) = 119.2
- calculated total energy (Eh) = -4656.441516
- total charge = -1

Atoms and positions in Å:
Rb 0.2808 0.3063 0.4636
C 0.0658 3.4617 -0.5667
C -0.5910 3.4208 0.6929
C 0.4042 3.1080 1.6672
C 1.6377 2.9903 0.9688
C 1.4349 3.2048 -0.4011
C 2.4635 3.2180 -1.5141
C 3.8737 3.0005 -0.9662
C 2.4313 4.5678 -2.2437
C 2.1560 2.1086 -2.5331
C 0.3452 2.9439 3.1925
C 0.2726 4.3134 3.8911
C -0.8025 2.0411 3.6742
C 1.6283 2.2763 3.7196
C -2.1068 3.6394 0.7883
C -2.8379 2.2865 0.7592
C -2.5516 4.4318 2.0231
C -2.6247 4.4394 -0.4195
H -0.4025 3.6950 -1.5132
H 2.5937 2.7809 1.4259
H 4.1321 3.7758 -0.2408
H 4.6077 3.0257 -1.7788
H 3.9571 2.0330 -0.4674
H 2.6117 5.3853 -1.5425
H 1.4556 4.7372 -2.7043
H 3.1928 4.6030 -3.0325
H 2.2287 1.1229 -2.0655
H 2.8546 2.1382 -3.3790
H 1.1415 2.2242 -2.9218
H -0.6331 4.8640 3.6420
H 1.1238 4.9241 3.5806
H 0.3095 4.1925 4.9804
H -1.7758 2.3128 3.2734
H -0.8798 2.0760 4.7671
H -0.6384 0.9960 3.3960
H 2.5083 2.9023 3.5644
H 1.8061 1.3125 3.2368
H 1.5273 2.0969 4.7946
H -2.4983 1.6079 1.5432
H -2.6360 1.8125 -0.2030
H -3.9249 2.4050 0.8533
H -2.3225 3.9334 2.9621
H -3.6359 4.5892 1.9877
H -2.0685 5.4121 2.0357
H -2.4978 3.8909 -1.3535
H -2.0979 5.3907 -0.5123
H -3.6942 4.6398 -0.2955
C 0.8831 -3.6010 -3.6612
C 0.4876 -2.5659 -2.6435
N 1.3033 -2.0250 -1.8292
N 2.5818 -2.4756 -1.8948
C 3.5710 -2.0418 -1.0536
N 4.7095 -2.8031 -1.2104
S 3.5041 -0.7658 -0.0338
C -0.9496 -2.1775 -2.5253
C -1.9397 -3.1147 -2.8092
C -3.2683 -2.7656 -2.6248
C -3.5638 -1.4904 -2.1843
C -2.5093 -0.6230 -1.9340
N -1.2311 -0.9501 -2.0910
H 1.7419 -3.2565 -4.2442
H 1.1546 -4.5511 -3.1889
H 0.0800 -3.7941 -4.3650
H 2.8147 -3.2155 -2.5388
H 4.5875 -3.7929 -1.3644
H 5.4275 -2.5709 -0.5456
H -1.6809 -4.1146 -3.1274
H -4.0552 -3.4853 -2.8112
H -4.5829 -1.1671 -2.0203
H -2.7027 0.3833 -1.5838
O -0.0001 -1.8560 1.5964
C -1.2332 -1.9158 1.7839
O -1.9262 -1.1364 2.4861
C -2.0163 -3.0164 1.0504
C -3.5234 -2.8929 1.2362
Ge -4.0728 -2.6745 3.1046
C -2.9077 -3.6123 4.3766
C -1.8591 -2.9298 4.9993
C -1.0368 -3.5709 5.9161
C -1.2435 -4.9077 6.2280
C -2.2846 -5.5980 5.6256
C -3.1109 -4.9497 4.7152
C -4.5060 -0.9159 3.8145
C -4.7979 -0.7786 5.1700
C -5.0841 0.4672 5.7168
C -5.0854 1.5947 4.9093
C -4.7976 1.4729 3.5559
C -4.5111 0.2262 3.0175
C -5.8038 -3.6655 3.1658
C -6.9539 -3.1284 3.7456
C -8.1580 -3.8241 3.7562
C -8.2431 -5.0836 3.1826
C -7.1161 -5.6366 2.5893
C -5.9211 -4.9298 2.5799
H -1.6494 -3.9828 1.4115
H -1.7332 -2.9688 -0.0055
H -4.0508 -3.7699 0.8483
H -3.9084 -2.0283 0.6872
H -1.6705 -1.8948 4.7420
H -0.2259 -3.0234 6.3813
H -0.5960 -5.4083 6.9384
H -2.4601 -6.6398 5.8679
H -3.9360 -5.5027 4.2799
H -4.7842 -1.6501 5.8184
H -5.2902 0.5577 6.7769
H -5.2921 2.5693 5.3352
H -4.7687 2.3521 2.9224
H -4.2324 0.1511 1.9725
H -6.9174 -2.1432 4.1977
H -9.0328 -3.3751 4.2124
H -9.1791 -5.6288 3.1932
H -7.1687 -6.6168 2.1296
H -5.0631 -5.3820 2.0892

=====

No. 2
Entry from OMol25: a molecular structure, C46H58N4O3P4Ti (ωB97M-V/def2-TZVPD).

- Kohn-Sham gap (eV) = 6.899
- multiplicity = 1
- energy above the lowest of the compared OMol25 structures with the same formula, charge and spin (kJ/mol) = 0.0
- calculated total energy (Eh) = -4447.043086
- total charge = +2

Atoms and positions in Å:
Ti 1.1249 0.2495 -0.2127
C 4.0873 -2.8446 -0.2151
C 3.5423 -1.5193 0.2051
O 2.3352 -1.2635 -0.1756
C 4.2711 -0.6162 0.9460
C 3.7497 0.6045 1.4043
C 4.5483 1.3989 2.3883
N 2.5412 1.0387 1.0397
N 2.1088 2.1631 1.7481
C 0.8133 2.1703 1.7692
O 0.1424 1.2430 1.1188
C 0.0793 3.2300 2.4807
C -1.2987 3.3476 2.3248
C -1.9741 4.3825 2.9548
C -1.2824 5.2907 3.7443
C 0.0915 5.1648 3.9104
C 0.7735 4.1389 3.2797
H 4.2098 -2.8593 -1.3017
H 3.3756 -3.6292 0.0452
H 5.0491 -3.0530 0.2463
H 5.2645 -0.8918 1.2657
H 5.5448 0.9802 2.4966
H 4.0490 1.3875 3.3589
H 4.6050 2.4436 2.0868
H -1.8349 2.6196 1.7291
H -3.0450 4.4812 2.8369
H -1.8144 6.0934 4.2373
H 0.6286 5.8658 4.5347
H 1.8427 4.0317 3.4021
C 4.6650 0.5363 -2.0703
P 2.8824 0.8912 -2.1874
C 2.9131 2.6411 -2.6899
C 2.4318 0.0288 -3.7415
C 0.9217 -0.1218 -3.8673
P 0.2428 -1.0183 -2.4202
C 0.9158 -2.6920 -2.6352
C -1.4935 -1.2141 -2.9357
H 5.1434 0.8322 -3.0059
H 4.8493 -0.5231 -1.9052
H 5.1147 1.0978 -1.2530
H 3.6085 2.7625 -3.5213
H 3.2536 3.2677 -1.8655
H 1.9262 2.9773 -3.0001
H 2.9148 -0.9515 -3.7277
H 2.8524 0.5756 -4.5881
H 0.6546 -0.6662 -4.7759
H 0.4299 0.8531 -3.9097
H 0.7212 -3.0561 -3.6450
H 0.4582 -3.3690 -1.9162
H 1.9867 -2.6972 -2.4405
H -1.5169 -1.6128 -3.9511
H -2.0085 -0.2553 -2.9233
H -2.0213 -1.9037 -2.2820
C -2.7372 -0.8187 0.1334
C -1.9032 -2.0240 0.5646
P -0.2394 -1.6271 1.2061
C 0.5946 -3.2436 1.3549
C 0.2391 -4.3587 0.5992
C 0.9122 -5.5632 0.7566
C 1.9445 -5.6708 1.6763
C 2.2983 -4.5688 2.4433
C 1.6307 -3.3650 2.2832
C -0.4216 -1.1561 2.9529
C -1.4908 -1.6392 3.7034
C -1.5766 -1.3569 5.0580
C -0.5932 -0.6015 5.6791
C 0.4879 -0.1376 4.9433
C 0.5732 -0.4166 3.5884
P -3.5266 0.1628 1.4945
C -4.5692 1.2713 0.4582
C -5.2139 0.9122 -0.7263
C -5.9710 1.8358 -1.4316
C -6.1013 3.1378 -0.9625
C -5.4793 3.5066 0.2209
C -4.7194 2.5776 0.9210
C -4.7355 -1.0490 2.1496
C -5.3555 -2.0395 1.3869
C -6.2708 -2.9048 1.9642
C -6.5853 -2.7865 3.3126
C -5.9814 -1.8028 4.0800
C -5.0569 -0.9436 3.5011
H -3.4945 -1.1713 -0.5682
H -2.1115 -0.1117 -0.4203
H -1.7130 -2.6540 -0.3080
H -2.4489 -2.6559 1.2687
H -0.5901 -4.3234 -0.0949
H 0.6124 -6.4238 0.1735
H 2.4577 -6.6138 1.8086
H 3.0877 -4.6498 3.1790
H 1.9036 -2.5241 2.9085
H -2.2716 -2.2352 3.2501
H -2.4158 -1.7331 5.6281
H -0.6641 -0.3832 6.7362
H 1.2655 0.4418 5.4238
H 1.4305 -0.0652 3.0310
H -5.1518 -0.0990 -1.1087
H -6.4754 1.5356 -2.3411
H -6.7022 3.8536 -1.5078
H -5.5979 4.5114 0.6059
H -4.2496 2.8592 1.8558
H -5.1377 -2.1410 0.3303
H -6.7472 -3.6678 1.3627
H -7.3039 -3.4597 3.7607
H -6.2307 -1.7029 5.1283
H -4.5804 -0.1766 4.1013
C -2.3442 2.4835 -2.1457
N -1.3532 3.3669 -1.5525
C -0.1471 2.9750 -1.1514
N 0.6644 3.8953 -0.5971
O 0.2495 1.7834 -1.3465
H -3.3320 2.9063 -1.9795
H -2.3093 1.5170 -1.6530
H -2.1795 2.3615 -3.2173
H -1.6034 4.3339 -1.4246
H 0.2778 4.7580 -0.2478
H 1.4931 3.5696 -0.1235

=====

No. 3
Entry from OMol25: a molecular structure, C46H60As3GaNO2Te (ωB97M-V/def2-TZVPD).

- Kohn-Sham gap (eV) = 8.338
- multiplicity = 1
- energy above the lowest of the compared OMol25 structures with the same formula, charge and spin (kJ/mol) = 91.7
- calculated total energy (Eh) = -10894.039916
- total charge = +1

Atoms and positions in Å:
Ga -0.2274 -1.2228 -0.0910
O -1.5824 -2.2504 -0.8934
C -2.4913 -2.0128 -1.9467
C -2.1447 -0.6205 -2.5599
C -2.4131 0.4121 -1.5195
C -3.5676 1.1780 -1.5625
C -3.8362 2.0519 -0.5276
C -2.9475 2.1200 0.5295
C -1.8164 1.3176 0.5349
C -0.8554 1.3752 1.6819
C -0.6936 0.0400 2.4633
O 0.0412 -0.8340 1.6490
C 0.1293 0.3434 3.7214
C 1.3751 -0.2397 3.9062
C 2.1353 0.0457 5.0332
C 1.6498 0.9160 5.9952
C 0.3999 1.4948 5.8237
C -0.3561 1.2087 4.6982
C -2.0111 -0.6135 2.8752
C -2.0312 -1.9956 3.0529
C -3.1986 -2.6472 3.4164
C -4.3643 -1.9230 3.6233
C -4.3444 -0.5445 3.4848
C -3.1744 0.1073 3.1179
N -1.5462 0.4953 -0.4981
C -3.9300 -1.9908 -1.4368
C -4.2089 -1.8186 -0.0871
C -5.5231 -1.7250 0.3496
C -6.5675 -1.8079 -0.5580
C -6.2942 -1.9933 -1.9073
C -4.9822 -2.0868 -2.3435
C -2.2843 -3.1483 -2.9457
C -1.5713 -2.9987 -4.1270
C -1.2862 -4.1020 -4.9233
C -1.7015 -5.3663 -4.5407
C -2.4129 -5.5235 -3.3581
C -2.7048 -4.4236 -2.5687
H -1.0800 -0.6183 -2.8099
H -2.7406 -0.4298 -3.4504
H -4.2534 1.0707 -2.3914
H -4.7322 2.6582 -0.5382
H -3.1216 2.8074 1.3460
H 0.1471 1.5666 1.2908
H -1.1324 2.1848 2.3537
H 1.7385 -0.9343 3.1624
H 3.1077 -0.4141 5.1589
H 2.2340 1.1374 6.8787
H 0.0072 2.1732 6.5701
H -1.3363 1.6602 4.6001
H -1.1164 -2.5567 2.9130
H -3.2005 -3.7220 3.5467
H -5.2829 -2.4261 3.8960
H -5.2425 0.0333 3.6649
H -3.1888 1.1853 3.0316
H -3.3940 -1.7551 0.6264
H -5.7238 -1.5874 1.4046
H -7.5920 -1.7334 -0.2173
H -7.1065 -2.0731 -2.6182
H -4.7686 -2.2325 -3.3965
H -1.2387 -2.0205 -4.4527
H -0.7319 -3.9681 -5.8435
H -1.4786 -6.2246 -5.1605
H -2.7456 -6.5074 -3.0520
H -3.2691 -4.5454 -1.6516
C 3.2879 -0.5804 -1.9387
As 2.2885 -0.2434 -0.2919
C 3.0862 -1.6601 0.8187
C 3.2372 1.2414 0.6311
C 3.5020 2.6709 0.1025
C 4.1148 3.3919 1.3138
C 2.2455 3.4213 -0.3438
As 1.2192 2.7062 -1.8836
C 2.2154 3.4726 -3.4047
C -0.1359 4.1316 -1.8003
C 4.5247 2.5969 -1.0408
As 5.3542 4.1705 -1.9793
C 4.4130 5.8069 -1.3979
C 6.8970 4.4259 -0.7902
H 4.3577 -0.4717 -1.7680
H 2.9709 0.0929 -2.7335
H 3.0734 -1.6043 -2.2470
H 3.6711 -1.2288 1.6293
H 3.7353 -2.2998 0.2223
H 2.2948 -2.2705 1.2516
H 4.2100 0.7860 0.8322
H 2.7045 1.2977 1.5852
H 3.4094 3.4290 2.1471
H 4.3950 4.4129 1.0621
H 5.0109 2.8666 1.6519
H 2.5146 4.4443 -0.6065
H 1.5406 3.4817 0.4923
H 2.8420 4.3130 -3.1084
H 1.4939 3.8200 -4.1441
H 2.8449 2.7176 -3.8740
H 0.3284 5.1016 -1.9781
H -0.6246 4.1494 -0.8267
H -0.8983 3.9580 -2.5603
H 4.0849 2.0027 -1.8474
H 5.3961 2.0353 -0.6873
H 3.4614 5.9342 -1.9120
H 5.0629 6.6284 -1.7020
H 4.2584 5.8786 -0.3233
H 7.5533 3.5572 -0.8236
H 6.5995 4.6112 0.2417
H 7.4622 5.2862 -1.1479
C -0.4960 -4.6705 0.6086
Te 0.5675 -3.7422 -0.9881
C 2.4013 -4.7493 -0.4209
H 0.0727 -4.5596 1.5286
H -0.6322 -5.7218 0.3700
H -1.4562 -4.1692 0.6939
H 2.2329 -5.8121 -0.5859
H 2.6750 -4.5834 0.6186
H 3.2121 -4.4192 -1.0680

=====

No. 4
Entry from OMol25: a molecular structure, C46H60BN6O2PY (ωB97M-V/def2-TZVPD).

- Kohn-Sham gap (eV) = 8.144
- multiplicity = 1
- energy above the lowest of the compared OMol25 structures with the same formula, charge and spin (kJ/mol) = 190.5
- calculated total energy (Eh) = -2672.477496
- total charge = +1

Atoms and positions in Å:
Y 0.0998 -0.0924 0.5907
C -1.5453 -3.9930 1.2107
C -2.0553 -3.4319 2.5247
C -1.1013 -3.6936 3.6948
C -2.4506 -1.9777 2.5244
C -3.4983 -1.5297 3.3105
C -3.5280 -0.1579 3.1758
C -4.4585 0.7712 3.9092
C -5.9117 0.3188 3.7533
C -4.0687 0.8163 5.3899
N -2.5470 0.1903 2.3170
N -1.8474 -0.9405 1.9056
B -2.3266 1.6231 1.7442
N -1.0025 2.2656 2.2717
N 0.2531 1.9495 1.7618
C 1.0902 2.8993 2.2326
C 0.3996 3.7752 3.0497
C -0.9127 3.3491 3.0667
C -2.0301 3.9859 3.8483
C -1.7281 3.8702 5.3462
C -2.1981 5.4560 3.4543
C 2.5672 3.0518 1.9891
C 3.0897 2.5396 0.6451
C 3.3499 2.5005 3.1948
N -2.3808 1.6519 0.1903
N -1.4255 1.0240 -0.5747
C -1.6600 1.3247 -1.8599
C -2.7874 2.1296 -1.9318
C -3.2236 2.3132 -0.6288
C -4.4579 3.0825 -0.2358
C -5.5090 2.1955 0.4312
C -4.1846 4.3599 0.5602
C -0.7632 0.8803 -2.9778
C 0.2838 1.9682 -3.2515
C -1.5600 0.5693 -4.2431
H -1.4894 -5.0815 1.2715
H -0.5453 -3.6373 0.9728
H -2.2034 -3.7406 0.3805
H -2.9855 -3.9581 2.7520
H -0.2227 -3.0541 3.6236
H -0.7715 -4.7352 3.7009
H -1.5851 -3.4837 4.6495
H -4.1444 -2.1405 3.9208
H -4.3656 1.7751 3.5056
H -6.0796 -0.6265 4.2742
H -6.1879 0.1785 2.7080
H -6.5837 1.0603 4.1880
H -4.2036 -0.1647 5.8506
H -4.6941 1.5306 5.9283
H -3.0264 1.1065 5.5211
H -3.2177 2.2970 2.1156
H 0.8158 4.6240 3.5684
H -2.9582 3.4573 3.6452
H -0.7863 4.3670 5.5876
H -1.6479 2.8318 5.6665
H -2.5172 4.3474 5.9299
H -1.3339 6.0386 3.7811
H -3.0832 5.8766 3.9343
H -2.2982 5.5838 2.3772
H 2.7092 4.1333 2.0082
H 3.7372 1.6740 0.7641
H 3.6906 3.3023 0.1510
H 2.2951 2.2786 -0.0524
H 2.9905 1.5122 3.4887
H 3.2340 3.1491 4.0639
H 4.4140 2.4305 2.9639
H -3.2481 2.5352 -2.8174
H -4.8715 3.3962 -1.1970
H -5.1781 1.8632 1.4139
H -5.7281 1.3118 -0.1707
H -6.4380 2.7533 0.5612
H -3.9611 4.1422 1.6034
H -5.0668 5.0017 0.5393
H -3.3500 4.9247 0.1410
H -0.2279 -0.0154 -2.6585
H -0.2005 2.9236 -3.4656
H 0.8933 1.6944 -4.1141
H 0.9516 2.0991 -2.3996
H -1.9242 1.4915 -4.7035
H -2.4203 -0.0704 -4.0442
H -0.9213 0.0675 -4.9708
O 3.8408 -0.1715 -0.7957
C 2.7653 -0.4684 -0.3667
O 1.5797 -0.0584 -0.8343
C 2.5624 -1.3989 0.8087
C 2.9570 -1.0645 2.0926
C 2.7713 -1.9729 3.1300
C 2.2137 -3.2115 2.8648
C 1.8353 -3.5567 1.5698
C 1.9982 -2.6636 0.5136
P 2.0748 -3.2303 -1.2811
C 2.1621 -5.0343 -0.9914
C 1.0928 -5.9194 -1.0782
C 1.2787 -7.2732 -0.8144
C 2.5312 -7.7498 -0.4556
C 3.6060 -6.8708 -0.3701
C 3.4231 -5.5256 -0.6467
C 0.4082 -3.0606 -2.0189
C 0.2627 -3.5982 -3.3031
C -0.9415 -3.5213 -3.9855
C -2.0357 -2.8853 -3.4075
C -1.9029 -2.3159 -2.1539
C -0.6897 -2.4076 -1.4857
H 3.4557 -0.1199 2.2642
H 3.0934 -1.7221 4.1324
H 2.0876 -3.9275 3.6664
H 1.4629 -4.5548 1.3756
H 0.1042 -5.5616 -1.3448
H 0.4399 -7.9533 -0.8914
H 2.6737 -8.8031 -0.2507
H 4.5887 -7.2374 -0.1029
H 4.2709 -4.8495 -0.5996
H 1.1058 -4.0949 -3.7718
H -1.0264 -3.9569 -4.9726
H -2.9789 -2.8282 -3.9357
H -2.7365 -1.8030 -1.6881
H -0.6616 -1.9907 -0.4913